{"formula": "C3H7NO2S", "method": "the ωB97M-V functional and the def2-TZVPD basis", "spin_multiplicity": 1, "orbital_gap_ev": 8.70, "total_charge": 0, "e_lumo_ev": 0.2, "smiles": "C=[N+]([O-])O.CC=S", "homo_ev": -8.50, "de_lowest_kcal_mol": 114.9, "species": ["C", "C", "C", "N", "O", "O", "S", "H", "H", "H", "H", "H", "H", "H"], "coordinates": [[-0.02501, -0.43769, -2.38104], [0.28007, 0.85385, -1.73960], [0.50380, 0.64959, 2.34166], [-0.04064, -0.38157, 1.81304], [-1.16965, -0.86433, 2.48701], [0.28867, -1.01474, 0.81541], [-0.83742, 1.91648, -1.26385], [0.29056, -1.23289, -1.70331], [-1.09168, -0.52953, -2.57634], [0.53715, -0.55161, -3.30702], [1.32919, 1.07748, -1.56705], [-1.49309, -1.63723, 1.99055], [0.06458, 1.07314, 3.22385], [1.36349, 1.07905, 1.86668]], "nbo_charge": [-0.695, -0.218, -0.248, 0.381, -0.551, -0.506, 0.012, 0.256, 0.227, 0.227, 0.188, 0.494, 0.215, 0.219]}


{"formula": "C29H31IrN2", "method": "the ωB97M-V functional and the def2-TZVPD basis", "spin_multiplicity": 5, "orbital_gap_ev": [7.05, 5.75], "total_charge": 2, "e_lumo_ev": [-5.9, -8.6], "homo_ev": [-13.00, -14.36], "species": ["Ir", "C", "C", "C", "C", "C", "C", "C", "C", "C", "C", "C", "C", "H", "H", "H", "H", "H", "H", "H", "H", "H", "H", "H", "H", "H", "H", "H", "H", "H", "H", "C", "C", "C", "C", "C", "C", "C", "C", "C", "C", "C", "C", "C", "C", "C", "N", "H", "H", "H", "H", "H", "H", "H", "H", "H", "H", "C", "C", "N", "H", "H", "H"], "coordinates": [[0.48133, -0.62363, -0.03670], [1.22964, 2.34468, 1.81341], [0.80524, 0.91642, 2.02577], [-0.56514, 0.62641, 2.28759], [-1.49834, 1.77718, 2.55292], [-0.98731, -0.70948, 2.33042], [-2.43682, -1.08803, 2.48832], [-0.02411, -1.75107, 2.25012], [-0.48060, -3.18429, 2.29845], [1.35940, -1.45439, 2.22533], [2.37300, -2.55459, 2.40700], [1.77776, -0.11474, 2.05321], [3.24176, 0.21969, 1.95189], [1.61743, 2.76531, 2.74589], [0.40180, 2.96773, 1.48748], [2.01950, 2.42459, 1.07062], [-1.78422, 2.29974, 1.63778], [-1.00725, 2.50332, 3.20034], [-2.40554, 1.45755, 3.05469], [-2.60549, -1.60189, 3.43702], [-2.74538, -1.77452, 1.69814], [-3.09901, -0.22994, 2.45023], [-0.68781, -3.47665, 3.33191], [0.26576, -3.86691, 1.90294], [-1.39863, -3.32937, 1.73552], [2.69521, -2.99514, 1.45924], [1.96562, -3.35745, 3.01506], [3.25847, -2.17735, 2.91157], [3.61771, 0.51503, 2.93529], [3.42605, 1.04505, 1.27046], [3.83137, -0.62421, 1.60733], [4.14986, -0.77276, -2.25373], [3.93838, 0.22944, -3.19839], [2.74634, 0.95645, -3.22352], [1.75527, 0.67998, -2.30211], [1.95301, -0.33542, -1.33935], [3.16702, -1.05193, -1.32385], [0.45165, 1.39870, -2.27414], [0.14272, 2.44693, -3.15823], [-1.08792, 3.03002, -3.09376], [-2.05681, 2.54751, -2.18748], [-3.36963, 3.07718, -2.13768], [-4.29593, 2.54074, -1.29414], [-3.94203, 1.44770, -0.47054], [-2.67543, 0.93269, -0.48431], [-1.69877, 1.48307, -1.33750], [-0.42129, 0.96853, -1.37311], [5.07986, -1.32580, -2.24954], [4.70731, 0.45243, -3.92611], [2.62316, 1.72541, -3.97324], [3.33660, -1.82816, -0.58772], [0.87327, 2.78964, -3.87450], [-1.33847, 3.85098, -3.75503], [-3.62553, 3.90256, -2.79065], [-5.30178, 2.93663, -1.26185], [-4.69149, 1.00861, 0.17660], [-2.41985, 0.08470, 0.13655], [-1.96992, -3.63330, -2.70355], [-1.38330, -2.80806, -1.64861], [-0.94306, -2.16987, -0.80315], [-2.02745, -4.66496, -2.36039], [-1.34769, -3.58156, -3.59543], [-2.96953, -3.26718, -2.93078]], "mulliken_spin": [2.647, -0.008, 0.057, 0.177, -0.006, 0.097, -0.012, 0.056, -0.008, 0.195, -0.009, -0.082, 0.016, 0.000, 0.006, 0.001, 0.006, 0.003, 0.001, 0.002, 0.006, -0.001, 0.004, -0.002, 0.005, 0.007, 0.003, 0.000, -0.001, 0.007, 0.002, -0.027, 0.140, -0.022, 0.115, 0.238, -0.007, 0.030, 0.019, 0.001, 0.012, -0.005, 0.006, 0.003, 0.007, -0.019, 0.159, 0.002, 0.002, 0.006, 0.005, 0.005, 0.000, 0.000, 0.000, 0.000, 0.043, 0.001, 0.091, 0.019, 0.002, 0.004, 0.001]}


{"formula": "C14H36KN2O5", "method": "the ωB97M-V functional and the def2-TZVPD basis", "spin_multiplicity": 1, "orbital_gap_ev": 8.43, "total_charge": 1, "e_lumo_ev": -2.9, "homo_ev": -11.30, "de_lowest_kcal_mol": 0.0, "species": ["K", "C", "O", "C", "C", "N", "C", "C", "O", "C", "H", "H", "H", "H", "H", "H", "H", "H", "H", "H", "H", "H", "H", "H", "H", "C", "O", "C", "C", "N", "C", "C", "O", "C", "H", "H", "H", "H", "H", "H", "H", "H", "H", "H", "H", "H", "H", "H", "H", "C", "C", "O", "H", "H", "H", "H", "H", "H"], "coordinates": [[-1.78703, 0.35761, 0.66959], [1.53919, -1.08348, 0.01889], [0.77460, 0.09797, -0.09390], [1.23382, 0.97490, -1.11445], [1.20060, 0.34743, -2.50469], [1.51644, 1.29450, -3.57357], [2.95968, 1.49363, -3.79187], [3.18103, 2.70580, -4.68963], [4.56598, 2.94314, -4.84486], [5.05494, 3.91674, -3.96260], [1.47284, -1.44255, 1.04337], [2.57761, -0.91115, -0.27349], [1.14113, -1.88540, -0.61752], [2.25277, 1.28727, -0.84585], [0.61548, 1.87542, -1.11178], [0.19591, -0.05310, -2.67494], [1.91858, -0.46828, -2.58036], [1.09012, 2.19783, -3.39800], [3.36917, 0.61890, -4.28773], [3.46677, 1.72274, -2.84436], [2.69003, 3.60894, -4.30764], [2.76981, 2.50805, -5.68248], [4.63154, 4.90672, -4.17230], [6.13491, 3.98739, -4.08215], [4.86469, 3.65601, -2.91117], [-4.70907, -1.79842, 1.11124], [-3.53167, -1.34829, 1.74768], [-3.58279, -1.38096, 3.16608], [-2.18703, -1.43387, 3.69357], [-1.32118, -0.29407, 3.31035], [0.08106, -0.51276, 3.65654], [0.34848, -0.96711, 5.07478], [-0.19846, -0.09571, 6.04559], [0.49156, 1.12398, 6.15915], [-5.53208, -1.08564, 1.22283], [-5.01419, -2.77493, 1.49825], [-4.48182, -1.92488, 0.05310], [-4.16887, -2.21754, 3.55512], [-4.10020, -0.47649, 3.52913], [-1.71279, -2.33054, 3.28019], [-2.13863, -1.50808, 4.78281], [-1.65596, 0.56477, 3.73707], [0.63360, 0.37650, 3.35614], [0.43500, -1.31781, 2.99552], [1.42980, -1.06353, 5.23691], [-0.12606, -1.92330, 5.27941], [0.04260, 1.69956, 6.96173], [0.46691, 1.71230, 5.23081], [1.55543, 0.96697, 6.39271], [-2.13035, -1.79329, -4.05294], [-2.22796, -2.21596, -2.60746], [-2.32059, -1.15666, -1.66554], [-1.73324, -2.65138, -4.60329], [-1.45680, -0.95876, -4.24936], [-3.10555, -1.55384, -4.47743], [-1.39724, -2.85545, -2.30292], [-3.07832, -2.90855, -2.50535], [-3.00424, -0.55329, -1.97895]], "nbo_charge": [0.957, -0.257, -0.590, -0.077, -0.252, -0.621, -0.241, -0.064, -0.531, -0.249, 0.190, 0.188, 0.179, 0.178, 0.173, 0.194, 0.202, 0.346, 0.205, 0.160, 0.158, 0.195, 0.168, 0.202, 0.154, -0.253, -0.585, -0.076, -0.255, -0.679, -0.253, -0.093, -0.538, -0.254, 0.177, 0.186, 0.196, 0.200, 0.172, 0.199, 0.209, 0.365, 0.206, 0.190, 0.185, 0.195, 0.207, 0.151, 0.173, -0.653, -0.067, -0.759, 0.235, 0.220, 0.213, 0.184, 0.168, 0.467]}


{"formula": "C29H20F15GeN4O5STa", "method": "the ωB97M-V functional and the def2-TZVPD basis", "spin_multiplicity": 1, "orbital_gap_ev": 6.78, "total_charge": 2, "e_lumo_ev": -7.6, "homo_ev": -14.37, "de_lowest_kcal_mol": 39.8, "species": ["Ta", "C", "O", "C", "O", "N", "N", "H", "H", "H", "H", "H", "H", "C", "C", "C", "C", "C", "C", "O", "N", "C", "O", "N", "C", "O", "H", "H", "H", "H", "H", "H", "H", "H", "H", "H", "H", "F", "C", "C", "C", "F", "C", "F", "C", "F", "C", "F", "Ge", "S", "C", "C", "F", "C", "F", "C", "F", "C", "F", "C", "F", "C", "C", "F", "C", "F", "C", "F", "C", "F", "C", "F", "C", "H", "H", "H"], "coordinates": [[-0.86030, 0.34869, 0.07493], [-3.08903, 4.09709, 2.89299], [-3.21244, 3.18775, 1.76010], [-2.53701, 2.09605, 1.73612], [-2.64003, 1.29567, 0.77499], [-1.72713, 1.70689, 2.73490], [-1.09058, 0.47199, 2.49569], [-3.73322, 4.93333, 2.65281], [-2.05661, 4.43142, 2.97937], [-3.44501, 3.60812, 3.79865], [-1.65606, 2.15756, 3.63375], [-1.55317, -0.27057, 3.01971], [-0.13190, 0.53998, 2.81527], [-2.20009, 0.33750, -4.80346], [-3.59442, 0.48274, -4.20576], [-3.64472, 1.34619, -2.92055], [-5.11720, 1.45557, -2.45000], [-5.34478, 2.27768, -1.18906], [-3.15200, 2.76838, -3.25119], [-3.60117, 3.40411, -4.15282], [-2.18493, 3.37646, -2.38719], [-1.47492, 2.67792, -1.48539], [-0.71298, 3.07875, -0.59991], [-1.63975, 1.32206, -1.51143], [-2.78480, 0.69049, -1.88973], [-2.95286, -0.38182, -1.30052], [-2.24310, -0.25972, -5.71261], [-1.51145, -0.16771, -4.12026], [-1.77465, 1.30568, -5.07613], [-4.01226, -0.49363, -3.95692], [-4.26493, 0.95760, -4.92134], [-5.47918, 0.43689, -2.30483], [-5.66500, 1.88835, -3.28679], [-4.90311, 1.79901, -0.31614], [-6.41275, 2.38242, -1.00446], [-4.93311, 3.28658, -1.27575], [-2.02399, 4.37014, -2.49846], [2.88202, -2.25021, -1.79861], [3.82518, -1.32533, -1.55915], [3.86441, -0.67595, -0.33317], [4.82958, 0.30826, -0.16073], [4.83920, 1.03420, 0.96303], [5.75938, 0.60127, -1.13749], [6.67278, 1.53632, -0.94892], [5.70609, -0.08577, -2.34200], [6.56994, 0.19521, -3.29100], [4.73256, -1.04994, -2.56231], [4.67438, -1.67998, -3.72344], [2.54234, -0.93422, 1.01975], [1.27299, 0.97845, 0.66043], [3.28554, -1.02257, 2.81687], [4.64126, -1.24473, 3.04761], [5.50317, -1.31369, 2.03710], [5.15358, -1.43672, 4.32025], [6.44433, -1.64082, 4.49580], [4.29993, -1.43310, 5.41130], [4.77163, -1.62716, 6.62181], [2.93872, -1.25184, 5.21893], [2.10083, -1.28133, 6.24591], [2.47638, -1.05834, 3.93667], [1.12821, -0.95270, 3.78224], [1.49634, -2.56865, 0.87451], [0.13417, -2.75376, 0.94188], [-0.76802, -1.67455, 1.02823], [-0.49580, -3.97609, 0.88763], [-1.81416, -4.06752, 0.91950], [0.29193, -5.11472, 0.79207], [-0.27577, -6.29644, 0.74492], [1.67218, -4.99585, 0.74821], [2.42425, -6.07083, 0.67725], [2.24472, -3.73387, 0.78658], [3.57459, -3.64561, 0.76734], [-0.10046, -0.94768, -1.44464], [0.84026, -1.42563, -1.18654], [0.05967, -0.34020, -2.33520], [-0.83770, -1.72347, -1.67121]], "mulliken_charge": [1.722, -0.874, -0.231, 0.765, -0.539, -0.277, -0.383, 0.267, 0.384, 0.371, 0.246, 0.288, 0.310, -1.020, -1.155, 2.542, -1.364, -0.984, -0.363, -0.499, 0.142, 0.461, -0.598, 0.514, -0.023, -0.714, 0.512, 0.087, 0.299, 0.491, 0.507, 0.428, 0.541, 0.027, 0.514, 0.272, 0.301, -0.383, 0.384, 0.319, 0.130, -0.391, 0.121, -0.255, 0.575, -0.257, 0.302, -0.258, -0.311, -0.619, 0.449, 0.208, -0.316, 0.007, -0.252, 0.828, -0.256, -0.173, -0.265, 0.184, -0.336, 0.807, -0.653, -0.850, 0.010, -0.271, 0.758, -0.257, 0.127, -0.246, 0.676, -0.360, -1.462, 0.353, 0.424, 0.544]}


Number 1: DFT total energy -721.779493 Eh. Number 2: DFT total energy -1336.893044 Eh. Number 3: DFT total energy -1640.409941 Eh. Number 4: DFT total energy -5741.904365 Eh.